Entry 1:
A cluster of 2 separate species, C5H11O2 in total in a non-equilibrium geometry, computed with ωB97M-V/def2-TZVPD.

Strongest force on any atom (eV Å⁻¹): 1.7
Molar mass (Da): 103.141
Total charge: -1
Kohn-Sham gap (eV): 7.65
Total energy (hartree): -347.62770
HOMO level (eV): -3.82

CARTESIAN COORDINATES (ANGSTROEM)
C: -1.7591 -0.4126 -3.4149
C: -0.5153 0.4166 -3.7851
H: -1.5353 -0.8681 -2.4604
H: -2.5915 0.2636 -3.2773
H: -1.8813 -1.2222 -4.1168
H: 0.2258 -0.2607 -4.2218
H: 0.0291 0.7203 -2.8851
H: -0.7594 1.3158 -4.3569
C: 0.1953 0.9438 1.6033
C: -0.0699 0.8217 3.1304
C: 0.7947 -0.4380 1.0965
O: 0.2424 -0.9494 0.1089
O: 1.6794 -0.8604 1.8809
H: -0.7552 1.1669 1.0993
H: 0.8739 1.7579 1.4610
H: -0.1660 -0.2716 3.3132
H: -0.8909 1.4451 3.4701
H: 0.8203 1.1943 3.6284

Entry 2:
A structure of composition C36H31MoN3OP2S3 in a non-equilibrium geometry, computed with ωB97M-V/def2-TZVPD.

Strongest force on any atom (eV Å⁻¹): 2.1
Molar mass (Da): 775.753
Total charge: +4
Kohn-Sham gap (spin up / spin down) (eV): 5.06 / 5.01
Total energy (hartree): -3573.86869
HOMO level (spin up / spin down) (eV): -19.41 / -19.40

CARTESIAN COORDINATES (ANGSTROEM)
Mo: 0.7707 0.5939 -0.8732
N: 3.5436 -0.1798 -2.0940
P: 2.3814 -1.3005 -1.4927
C: 2.0520 -2.5327 -2.7262
C: 0.7882 -2.7714 -3.2670
C: 0.6253 -3.7745 -4.2088
C: 1.7212 -4.5267 -4.6155
C: 2.9821 -4.2925 -4.0756
C: 3.1553 -3.3055 -3.1209
C: 3.0472 -2.0633 -0.0364
C: 3.8385 -1.3285 0.8565
C: 4.2947 -1.9274 2.0163
C: 3.9536 -3.2486 2.2950
C: 3.1557 -3.9743 1.4189
C: 2.6953 -3.3877 0.2502
P: 2.8580 1.2973 -1.9509
C: 3.9489 2.6286 -1.6856
C: 3.9475 3.7275 -2.5648
C: 4.8991 4.7155 -2.3984
C: 5.8348 4.6171 -1.3720
C: 5.8363 3.5273 -0.5015
C: 4.8976 2.5279 -0.6493
C: 1.5090 1.5827 -3.0713
C: 0.7591 2.7951 -2.9798
C: -0.1980 3.0786 -3.9264
C: -0.4301 2.1776 -4.9730
C: 0.2893 0.9856 -5.0784
C: 1.2535 0.6817 -4.1418
H: 4.4507 -0.3864 -2.5067
H: -0.0681 -2.1905 -2.9505
H: -0.3531 -3.9766 -4.6235
H: 1.5911 -5.3085 -5.3523
H: 3.8282 -4.8893 -4.3888
H: 4.1348 -3.1566 -2.6790
H: 4.1320 -0.3104 0.6275
H: 4.9330 -1.3799 2.6964
H: 4.3242 -3.7189 3.1963
H: 2.9068 -5.0040 1.6377
H: 2.0914 -3.9635 -0.4396
H: 3.2493 3.7887 -3.3889
H: 4.9278 5.5547 -3.0803
H: 6.5817 5.3923 -1.2562
H: 6.5811 3.4605 0.2800
H: 4.9126 1.6720 0.0142
H: 0.9731 3.5081 -2.1916
H: -0.7544 4.0055 -3.8808
H: -1.1738 2.4187 -5.7236
H: 0.1092 0.3149 -5.9084
H: 1.8382 -0.2251 -4.2382
S: -0.0933 -1.1334 0.3907
C: -1.5377 -0.7995 -0.5381
S: -1.1772 0.0320 -1.9906
C: -2.8260 -1.1662 -0.1413
C: -3.0061 -1.8037 1.1104
N: -3.0778 -2.2658 2.1644
C: -3.9331 -0.9080 -0.9826
N: -4.8358 -0.6687 -1.6595
C: 0.9956 1.0913 6.9695
C: 0.9590 1.5382 5.5474
C: 2.0999 2.0735 4.9378
C: 2.0578 2.5440 3.6430
C: 0.8448 2.4854 2.9379
C: -0.3121 1.9382 3.5205
C: -0.2379 1.4657 4.8079
S: 0.8672 3.2485 1.4075
C: -0.6791 4.1143 1.2684
O: 0.5978 2.0688 0.2682
H: 1.9732 0.6997 7.2449
H: 0.2301 0.3481 7.1824
H: 0.8026 1.9528 7.6170
H: 3.0216 2.1402 5.5014
H: 2.9362 2.9924 3.1940
H: -1.2529 1.8945 2.9873
H: -1.1217 1.0509 5.2755
H: -1.5176 3.4528 1.4714
H: -0.7352 4.5418 0.2693
H: -0.6319 4.9151 2.0097

Entry 3:
A cluster of 5 separate species, C30H32BClF4O2 in total, computed with ωB97M-V/def2-TZVPD.

Strongest force on any atom (eV Å⁻¹): 0.6
Molar mass (Da): 546.841
Kohn-Sham gap (eV): 9.20
Total energy (hartree): -2197.30689
HOMO level (eV): -9.12

CARTESIAN COORDINATES (ANGSTROEM)
C: -2.9472 3.9517 0.0579
O: -3.3135 3.4539 -1.2143
C: -2.2824 2.8437 -1.9695
C: -2.2857 1.3066 -1.8751
C: -1.0829 0.6735 -1.1546
B: -0.7156 1.2762 0.2310
C: 0.8067 1.6303 0.5535
C: 1.0075 3.0961 0.4832
O: 1.4383 3.7128 -0.4339
Cl: 0.4514 3.9657 1.9486
H: -3.1185 3.2045 0.8355
H: -1.9099 4.2898 0.0769
H: -3.5853 4.8077 0.2763
H: -1.3059 3.2650 -1.7071
H: -2.4757 3.1286 -3.0046
H: -3.2317 1.0084 -1.4259
H: -2.2973 0.9142 -2.8936
H: -0.2102 0.6356 -1.8084
H: -1.3376 -0.3768 -0.9450
H: -1.5291 1.4900 1.0727
H: 1.1051 1.2404 1.5264
H: 1.4552 1.1981 -0.2094
F: -0.0279 -2.1590 1.6898
C: -0.4608 -3.1352 0.8609
C: -1.6851 -3.7226 1.1053
C: -2.1291 -4.7126 0.2404
C: -1.3480 -5.1013 -0.8396
C: -0.1181 -4.4963 -1.0602
C: 0.3327 -3.4999 -0.2067
H: -2.2759 -3.4040 1.9536
H: -3.0890 -5.1791 0.4069
H: -1.7013 -5.8746 -1.5086
H: 0.4957 -4.7965 -1.8988
H: 1.2847 -3.0102 -0.3655
F: 4.7953 8.6685 4.9226
C: 4.4226 8.0894 3.7620
C: 3.4529 7.1078 3.7874
C: 3.0730 6.5177 2.5904
C: 3.6645 6.9100 1.3974
C: 4.6388 7.8986 1.4001
C: 5.0248 8.4994 2.5899
H: 3.0088 6.8156 4.7296
H: 2.3127 5.7483 2.5821
H: 3.3630 6.4446 0.4681
H: 5.1029 8.2054 0.4724
H: 5.7783 9.2748 2.6155
F: 3.6096 -3.8572 -1.6899
C: 4.4320 -3.9774 -0.6249
C: 5.1138 -2.8631 -0.1807
C: 5.9518 -2.9916 0.9173
C: 6.0979 -4.2196 1.5472
C: 5.4010 -5.3248 1.0789
C: 4.5567 -5.2088 -0.0155
H: 4.9884 -1.9170 -0.6900
H: 6.4915 -2.1279 1.2811
H: 6.7535 -4.3146 2.4020
H: 5.5133 -6.2835 1.5666
H: 3.9989 -6.0551 -0.3933
F: -4.9047 -5.7277 -1.0968
C: -5.5199 -4.6387 -1.6082
C: -6.6043 -4.1110 -0.9385
C: -7.2245 -2.9871 -1.4645
C: -6.7586 -2.4150 -2.6401
C: -5.6655 -2.9675 -3.2933
C: -5.0337 -4.0891 -2.7764
H: -6.9515 -4.5756 -0.0255
H: -8.0741 -2.5568 -0.9519
H: -7.2462 -1.5391 -3.0458
H: -5.3007 -2.5245 -4.2100
H: -4.1758 -4.5322 -3.2636

Entry 4:
A cluster of 6 separate species, C17H38N2O16S2 in total in a non-equilibrium geometry, computed with ωB97M-V/def2-TZVPD.

Strongest force on any atom (eV Å⁻¹): 6.6
Molar mass (Da): 590.623
Kohn-Sham gap (eV): 8.30
Total energy (hartree): -2779.77908
HOMO level (eV): -9.02

CARTESIAN COORDINATES (ANGSTROEM)
C: -18.4492 -28.2843 9.3243
N: -19.1950 -28.0116 10.4977
C: -18.7739 -26.7129 11.0000
C: -20.6792 -28.0502 10.0624
C: -18.9495 -29.1658 11.4701
C: -19.3545 -28.8945 12.8774
O: -18.8859 -29.9520 13.6716
H: -18.3960 -27.4952 8.6388
H: -18.5871 -29.2461 8.6898
H: -17.4121 -28.4324 9.5120
H: -19.6774 -26.2890 11.5583
H: -18.7934 -25.8751 10.2539
H: -17.9061 -26.7052 11.8533
H: -20.7552 -27.2948 9.2647
H: -21.3105 -27.8836 10.8549
H: -21.0447 -29.0511 9.5769
H: -17.8850 -29.3484 11.4041
H: -19.1988 -30.1191 11.1089
H: -20.5439 -28.9167 12.9792
H: -18.9535 -27.7598 13.2272
H: -19.1831 -30.8765 13.4190
N: -20.6856 -26.9213 6.3954
O: -21.3487 -26.7540 5.3233
O: -20.3320 -28.0063 6.8012
O: -20.5938 -25.9063 7.1905
O: -17.8922 -35.3562 6.2680
S: -16.8287 -34.5489 5.6765
O: -16.6638 -34.3913 4.2989
O: -17.2170 -33.0337 6.2261
C: -18.4555 -32.4825 5.7142
C: -18.4937 -31.0858 6.3732
C: -15.3089 -34.9574 6.4809
H: -19.3364 -33.1160 5.9266
H: -18.6487 -32.3758 4.6258
H: -19.5618 -30.6218 6.1081
H: -17.8234 -30.4456 5.9183
H: -18.2227 -31.3439 7.5095
H: -14.8357 -35.8446 6.2522
H: -15.3962 -34.9602 7.5999
H: -14.5896 -33.9799 6.1454
O: -24.1395 -30.7847 3.2857
S: -24.1337 -29.7049 4.1969
O: -24.2684 -28.2995 3.7516
O: -25.5765 -29.8814 4.9877
C: -26.8020 -29.8404 4.2443
C: -27.9435 -30.3171 5.1014
C: -22.8151 -29.7473 5.3154
H: -26.6226 -30.3674 3.4604
H: -26.9551 -28.7958 3.8212
H: -28.7363 -30.0556 4.4464
H: -27.8471 -29.9237 6.1120
H: -27.9104 -31.4455 5.3802
H: -21.9424 -29.5682 4.5703
H: -22.6973 -30.6531 6.0822
H: -22.7266 -28.9392 5.8579
C: -18.9857 -28.9318 3.6039
C: -19.6353 -28.0178 2.5541
O: -18.6758 -28.0387 1.4321
C: -17.6516 -28.8396 1.7652
O: -16.6190 -28.9940 1.0938
O: -17.6997 -29.1200 2.9783
H: -19.3824 -29.8629 3.9047
H: -18.8336 -28.2741 4.4627
H: -19.5661 -27.1782 3.0214
H: -20.6390 -28.3707 2.2491
C: -24.2172 -24.6920 4.6200
C: -23.2602 -23.9011 5.5192
O: -23.9543 -23.4624 6.6930
C: -25.3581 -23.7522 6.4536
O: -26.1765 -23.4351 7.2454
O: -25.4586 -24.4301 5.3433
H: -24.1646 -25.8285 4.6450
H: -24.2541 -24.0989 3.8281
H: -22.6035 -22.9778 5.1492
H: -22.5011 -24.5238 5.8602